The molecule C23H22N2O2 at a distorted geometry. Source: OMol25; level of theory: ωB97M-V/def2-TZVPD.

Its structure (SMILES) is O=C1COc2ccc(-c3cnc4ccccc4c3)cc2N1C1CCCCC1. The value obtained for the orbital gap is 8.0 eV. The electronic energy comes out at -1149.568778 a.u. Its energy relative to the best compared isomer or geometry (same formula, charge and spin) is 312.5 kJ/mol.

Last columns: bonded neighbours and bond lengths (Å).
Geometry (Å):
1 O 4.872 -1.392 -0.669  C2 1.189
2 C 3.898 -1.403 -1.351  O1 1.189, C3 1.497, N21 1.430
3 C 3.967 -1.585 -2.835  C2 1.497, O4 1.442, H28 1.051, H29 1.127
4 O 2.750 -2.087 -3.425  C3 1.442, C5 1.425
5 C 1.578 -1.481 -2.887  O4 1.425, C6 1.415, C20 1.452
6 C 0.385 -1.668 -3.625  C5 1.415, C7 1.368, H30 1.101
7 C -0.793 -1.080 -3.254  C6 1.368, C8 1.379, H31 1.075
8 C -0.816 -0.433 -2.036  C7 1.379, C9 1.388, C19 1.401
9 C -1.953 0.149 -1.493  C8 1.388, C10 1.434, C18 1.391
10 C -2.543 1.319 -2.076  C9 1.434, N11 1.305, H32 1.103
11 N -3.481 2.050 -1.536  C10 1.305, C12 1.337
12 C -3.962 1.647 -0.356  N11 1.337, C13 1.408, C17 1.387
13 C -5.003 2.390 0.233  C12 1.408, C14 1.454, H33 1.076
14 C -5.477 2.140 1.585  C13 1.454, C15 1.375, H34 1.083
15 C -4.819 1.153 2.281  C14 1.375, C16 1.438, H35 1.081
16 C -3.948 0.216 1.625  C15 1.438, C17 1.392, H36 1.086
17 C -3.533 0.523 0.332  C12 1.387, C16 1.392, C18 1.430
18 C -2.470 -0.230 -0.259  C9 1.391, C17 1.430, H37 1.058
19 C 0.289 -0.448 -1.173  C8 1.401, C20 1.398, H38 1.061
20 C 1.536 -0.970 -1.529  C5 1.452, C19 1.398, N21 1.399
21 N 2.699 -0.902 -0.754  C2 1.430, C20 1.399, C22 1.518
22 C 2.683 -0.515 0.713  N21 1.518, C23 1.585, C27 1.559, H39 1.050
23 C 2.663 1.069 0.792  C22 1.585, C24 1.585, H40 1.039, H41 1.097
24 C 2.360 1.385 2.316  C23 1.585, C25 1.506, H42 1.093, H43 1.108
25 C 1.174 0.603 2.817  C24 1.506, C26 1.586, H44 1.123, H45 1.062
26 C 1.458 -0.955 2.893  C25 1.586, C27 1.496, H46 1.079, H47 1.024
27 C 1.603 -1.357 1.459  C22 1.559, C26 1.496, H48 1.136, H49 1.126
28 H 4.704 -2.198 -3.266  C3 1.051
29 H 4.036 -0.512 -3.172  C3 1.127
30 H 0.647 -2.311 -4.479  C6 1.101
31 H -1.635 -1.128 -3.921  C7 1.075
32 H -2.033 1.546 -3.026  C10 1.103
33 H -5.474 3.201 -0.293  C13 1.076
34 H -6.243 2.722 2.082  C14 1.083
35 H -4.842 0.980 3.348  C15 1.081
36 H -3.491 -0.656 2.082  C16 1.086
37 H -2.150 -1.105 0.243  C18 1.058
38 H 0.265 0.176 -0.315  C19 1.061
39 H 3.548 -0.844 1.209  C22 1.050
40 H 1.893 1.579 0.317  C23 1.039
41 H 3.561 1.537 0.369  C23 1.097
42 H 3.200 1.024 2.915  C24 1.093
43 H 2.175 2.466 2.475  C24 1.108
44 H 0.194 0.721 2.283  C25 1.123
45 H 1.109 0.902 3.833  C25 1.062
46 H 0.724 -1.417 3.535  C26 1.079
47 H 2.303 -1.035 3.464  C26 1.024
48 H 1.827 -2.469 1.512  C27 1.136
49 H 0.567 -1.317 1.019  C27 1.126